Record 1
Formula: C30H53N4O6PS2Si2TaTe
Source: OMol25
Level of theory: wB97M-V/def2-TZVPD

Values from the calculation:
- Total charge: +3
- Energy relative to the best compared isomer or geometry (same formula, charge and spin): 24.2 kJ/mol
- HOMO-LUMO gap: 7.02 eV
- HOMO level: -0.619 Ha

```
100
C30H53N4O6PS2Si2TaTe | OMol25 | wB97M-V/def2-TZVPD
Ta -0.778 0.522 -0.216
C 1.740 -1.798 1.224
C 1.943 -1.258 -0.149
N 1.045 -0.583 -0.866
C 1.537 -0.263 -2.131
C 2.806 -0.666 -2.348
S 3.396 -1.504 -0.981
C 0.594 0.375 -3.031
C 0.724 0.685 -4.339
S -0.749 1.292 -4.938
C -1.498 1.090 -3.423
N -0.667 0.617 -2.504
C -2.954 1.365 -3.269
H 0.681 -1.922 1.445
H 2.204 -1.148 1.969
H 2.210 -2.777 1.312
H 3.407 -0.541 -3.234
H 1.592 0.572 -4.969
H -3.272 2.119 -3.989
H -3.206 1.713 -2.273
H -3.522 0.456 -3.484
O -1.515 -0.528 1.374
N -1.019 -0.378 2.592
N -0.015 0.356 2.580
O 0.350 0.882 1.421
C 0.749 0.666 3.750
C 1.631 1.736 3.689
C 2.354 2.049 4.827
C 2.189 1.304 5.987
C 1.298 0.234 6.022
C 0.566 -0.099 4.899
H 1.740 2.312 2.781
H 3.047 2.879 4.809
H 2.759 1.556 6.871
H 1.178 -0.344 6.927
H -0.126 -0.929 4.911
C -1.809 -4.851 -3.006
Si -2.417 -4.831 -1.243
C -4.280 -4.741 -1.163
C -1.727 -6.229 -0.229
C -1.676 -3.233 -0.446
Te -2.620 -1.493 -1.227
C -4.226 -1.419 0.175
Si -5.892 -0.732 -0.505
C -5.788 1.140 -0.409
C -7.192 -1.397 0.642
C -6.139 -1.333 -2.263
H -2.307 -5.649 -3.560
H -0.735 -5.044 -3.059
H -2.016 -3.915 -3.533
H -4.702 -5.560 -1.750
H -4.686 -3.815 -1.583
H -4.653 -4.855 -0.143
H -2.070 -7.190 -0.618
H -2.038 -6.169 0.816
H -0.635 -6.240 -0.261
H -0.610 -3.172 -0.679
H -1.805 -3.194 0.637
H -3.878 -0.853 1.039
H -4.336 -2.460 0.484
H -4.767 1.505 -0.532
H -6.139 1.474 0.571
H -6.418 1.621 -1.159
H -7.020 -1.095 1.676
H -7.231 -2.488 0.608
H -8.176 -1.024 0.349
H -5.214 -1.488 -2.823
H -6.749 -0.625 -2.828
H -6.679 -2.282 -2.261
C -1.651 5.542 2.719
C -2.261 4.351 2.019
C -3.551 4.685 1.300
C -2.398 3.152 2.938
O -1.206 3.954 0.989
P -1.346 3.193 -0.328
O -0.027 2.434 -0.629
O -2.224 1.879 -0.127
O -1.922 3.972 -1.497
C -1.490 5.293 -2.194
C -2.803 5.937 -2.564
C -0.692 4.839 -3.393
C -0.675 6.110 -1.220
H -2.315 5.862 3.523
H -1.521 6.380 2.035
H -0.686 5.284 3.153
H -4.304 4.970 2.035
H -3.937 3.824 0.749
H -3.418 5.527 0.621
H -3.084 3.397 3.748
H -1.431 2.905 3.381
H -2.804 2.292 2.402
H -3.390 5.287 -3.211
H -2.599 6.862 -3.104
H -3.385 6.185 -1.677
H -1.304 4.221 -4.049
H 0.201 4.290 -3.087
H -0.376 5.717 -3.957
H -1.261 6.391 -0.347
H -0.360 7.028 -1.718
H 0.227 5.581 -0.906
```

Record 2
Formula: C30H53N4O8
Source: OMol25
Level of theory: wB97M-V/def2-TZVPD

Values from the calculation:
- Total charge: -3
- HOMO-LUMO gap: 4.61 eV
- HOMO level: 0.029 Ha

```
95
C30H53N4O8 | OMol25 | wB97M-V/def2-TZVPD
N 18.380 3.138 7.830
H 17.859 2.251 7.823
H 17.651 3.849 7.646
H 19.138 3.150 7.111
H 18.874 3.387 8.715
C 20.338 6.457 10.108
C 20.873 7.490 10.851
C 20.891 7.392 12.362
O 21.459 8.278 13.077
C 20.280 6.314 12.962
C 19.744 5.193 12.240
C 19.793 5.272 10.673
O 19.356 4.314 9.997
O 19.296 4.175 12.762
O 21.421 8.472 10.268
H 20.251 6.552 9.032
H 20.352 6.133 14.027
C 17.114 -0.517 7.572
C 16.545 -1.696 7.093
C 15.658 -2.498 8.053
O 15.196 -3.638 7.731
C 15.470 -2.049 9.354
C 16.103 -0.864 9.900
C 16.918 0.015 8.893
O 17.450 1.066 9.283
O 16.117 -0.594 11.097
O 16.867 -2.137 5.961
H 17.680 0.151 6.927
H 14.870 -2.652 10.020
C 18.717 3.911 4.154
C 19.863 2.984 4.455
N 20.399 3.178 5.811
C 21.295 2.080 6.245
C 22.532 1.926 5.344
C 21.079 4.466 5.878
C 21.643 4.834 7.269
H 18.045 3.542 3.378
H 18.967 4.956 3.972
H 18.082 3.948 5.045
H 19.593 1.931 4.316
H 20.692 3.015 3.729
H 21.665 2.307 7.244
H 20.705 1.165 6.289
H 23.202 2.787 5.406
H 23.191 1.157 5.760
H 22.271 1.708 4.311
H 20.378 5.284 5.705
H 21.956 4.484 5.220
H 21.879 5.898 7.298
H 22.644 4.392 7.357
H 21.027 4.516 8.110
C 13.832 4.524 8.676
C 15.260 3.982 8.402
N 15.834 4.270 7.077
C 14.920 3.884 5.999
C 14.590 2.388 6.004
C 16.186 5.682 6.850
C 17.165 6.303 7.868
H 13.626 5.431 8.107
H 13.773 4.746 9.739
H 13.096 3.773 8.385
H 15.904 4.500 9.117
H 15.324 2.930 8.671
H 13.971 4.441 6.037
H 15.429 4.132 5.063
H 13.930 2.180 5.160
H 15.516 1.818 5.932
H 14.081 2.073 6.912
H 15.314 6.353 6.939
H 16.596 5.833 5.854
H 16.772 6.401 8.880
H 17.427 7.321 7.574
H 18.077 5.714 7.946
C 19.301 -2.275 11.212
C 20.022 -1.426 10.181
N 20.764 -0.317 10.784
C 21.244 0.579 9.726
C 21.824 1.854 10.324
C 21.814 -0.688 11.727
C 23.091 -1.216 11.111
H 18.611 -3.011 10.792
H 18.557 -1.587 11.640
H 19.807 -2.659 12.097
H 20.721 -2.016 9.558
H 19.283 -1.020 9.492
H 21.896 0.078 8.988
H 20.361 0.860 9.142
H 21.149 2.324 11.037
H 22.815 1.669 10.751
H 22.045 2.609 9.560
H 21.450 -1.422 12.450
H 21.979 0.173 12.379
H 22.994 -1.960 10.317
H 23.694 -1.689 11.896
H 23.684 -0.406 10.676
```

Record 3
Formula: C30H54ClMnN7O2PSSe2
Source: OMol25
Level of theory: wB97M-V/def2-TZVPD

Values from the calculation:
- 2S+1: 5
- Energy relative to the best compared isomer or geometry (same formula, charge and spin): 0.0 kJ/mol
- ⟨S²⟩: 6.031
- HOMO-LUMO gap (spin up / spin down): 4.63 / 7.03 eV
- HOMO level (spin up / spin down): -0.154 / -0.242 Ha

```
99
C30H54ClMnN7O2PSSe2 | OMol25 | wB97M-V/def2-TZVPD
Mn -0.766 0.550 1.275
C -3.104 -1.415 5.009
Se -4.545 -0.868 3.831
C -3.825 0.899 3.437
C -4.380 1.496 2.155
Se -3.645 0.769 0.497
C -4.779 -0.802 0.306
H -2.162 -1.372 4.466
H -3.294 -2.446 5.302
H -3.070 -0.784 5.894
H -2.747 0.795 3.366
H -4.040 1.559 4.279
H -4.136 2.557 2.107
H -5.466 1.411 2.089
H -5.820 -0.520 0.452
H -4.490 -1.578 1.006
H -4.660 -1.158 -0.717
O -1.205 2.483 1.011
N -0.654 3.370 1.854
C -0.638 4.654 1.437
C -0.112 5.646 2.213
C 0.405 5.296 3.469
C 0.378 3.991 3.869
C -0.146 2.972 3.041
S -0.151 1.323 3.464
H -1.073 4.792 0.459
H -0.111 6.663 1.852
H 0.824 6.054 4.119
H 0.771 3.682 4.827
C 4.263 1.989 1.692
C 3.447 2.608 0.561
C 3.905 2.057 -0.791
C 3.595 4.125 0.579
N 2.016 2.358 0.825
N 1.612 0.998 0.855
H 5.291 2.355 1.658
H 4.300 0.900 1.617
H 3.829 2.255 2.658
H 4.969 2.247 -0.949
H 3.353 2.534 -1.606
H 3.753 0.976 -0.861
H 4.630 4.417 0.387
H 3.286 4.524 1.547
H 2.970 4.584 -0.194
H 1.452 2.799 0.106
H 1.961 0.575 1.704
H 1.954 0.480 0.050
Cl 1.150 -3.787 4.305
C 0.052 -3.240 3.055
C -0.683 -4.196 2.335
C -1.557 -3.643 1.351
C -1.620 -2.301 1.151
N -0.910 -1.364 1.874
C -0.060 -1.898 2.842
H -0.603 -5.252 2.540
H -2.192 -4.288 0.754
H -2.279 -1.890 0.399
H 0.507 -1.202 3.444
O -0.604 0.048 -0.752
P 0.020 -0.731 -1.854
N 0.704 -2.146 -1.404
C 1.690 -2.179 -0.306
C 2.038 -3.667 -0.124
C 1.017 -4.422 -0.980
C 0.662 -3.438 -2.087
N -1.108 -0.990 -3.025
C -2.522 -1.179 -2.700
C -2.801 -2.606 -3.161
C -1.932 -2.754 -4.426
C -0.878 -1.622 -4.325
N 1.252 0.180 -2.490
C 0.916 1.551 -2.934
C 1.851 1.824 -4.117
C 2.196 0.430 -4.641
C 2.302 -0.380 -3.354
H 1.246 -1.756 0.594
H 2.584 -1.601 -0.572
H 1.966 -3.956 0.924
H 3.057 -3.862 -0.461
H 0.129 -4.633 -0.384
H 1.404 -5.362 -1.375
H -0.324 -3.623 -2.510
H 1.401 -3.492 -2.900
H -3.120 -0.460 -3.272
H -2.690 -0.996 -1.644
H -3.858 -2.789 -3.353
H -2.477 -3.303 -2.384
H -2.524 -2.633 -5.332
H -1.465 -3.737 -4.482
H -1.042 -0.887 -5.119
H 0.147 -1.980 -4.423
H 1.053 2.266 -2.120
H -0.134 1.599 -3.235
H 2.761 2.324 -3.777
H 1.384 2.463 -4.865
H 3.112 0.406 -5.230
H 1.383 0.043 -5.261
H 3.285 -0.234 -2.895
H 2.169 -1.452 -3.499
```

Record 4
Formula: C30H54FFeO30
Source: OMol25
Level of theory: wB97M-V/def2-TZVPD

Values from the calculation:
- 2S+1: 6
- Energy relative to the best compared isomer or geometry (same formula, charge and spin): 0.0 kJ/mol
- ⟨S²⟩: 8.757
- HOMO-LUMO gap (spin up / spin down): 10.54 / 8.95 eV
- HOMO level (spin up / spin down): -0.368 / -0.367 Ha

```
116
C30H54FFeO30 | OMol25 | wB97M-V/def2-TZVPD
Fe 3.224 0.534 0.279
C 5.537 -2.641 -0.250
C 4.444 -1.642 -0.116
O 3.635 -1.484 0.853
O 4.233 -0.845 -1.084
H 6.426 -2.090 -0.562
H 5.303 -3.341 -1.047
H 5.784 -3.117 0.696
C -0.676 0.252 -0.477
C 0.773 0.384 -0.175
O 1.250 0.430 1.000
O 1.636 0.488 -1.106
H -0.861 -0.616 -1.104
H -1.021 1.139 -1.010
H -1.208 0.133 0.465
C 3.942 4.203 -1.147
C 3.837 2.864 -0.508
O 3.133 2.666 0.536
O 4.370 1.822 -0.985
H 2.988 4.718 -1.087
H 4.261 4.087 -2.180
H 4.695 4.817 -0.651
C -3.324 -2.019 -3.328
C -3.345 -3.399 -3.979
O -4.075 -4.186 -3.070
C -4.699 -3.412 -2.153
O -5.418 -3.802 -1.294
O -4.373 -2.124 -2.334
F -2.111 -3.957 -4.074
H -3.663 -1.259 -4.029
H -2.451 -1.727 -2.750
H -3.810 -3.390 -4.963
C -0.184 4.102 -1.150
O -1.297 4.917 -1.412
C -1.611 5.825 -0.487
O -0.985 6.079 0.503
O -2.742 6.404 -0.894
C -2.998 7.701 -0.338
H -0.355 3.414 -0.312
H 0.687 4.659 -0.796
H 0.042 3.506 -2.028
H -4.027 7.954 -0.560
H -2.286 8.406 -0.763
H -2.875 7.663 0.744
C 1.319 -2.460 3.103
O 0.795 -3.110 4.263
C -0.494 -2.910 4.480
O -1.256 -2.326 3.746
O -0.822 -3.450 5.649
C -2.188 -3.277 6.050
H 2.399 -2.548 3.090
H 1.064 -1.398 3.117
H 0.891 -2.888 2.197
H -2.818 -4.067 5.640
H -2.583 -2.323 5.710
H -2.170 -3.354 7.133
C -0.969 0.901 3.294
O -1.787 0.936 4.472
C -1.209 0.470 5.574
O -0.081 0.071 5.670
O -2.101 0.505 6.567
C -1.579 0.113 7.836
H -0.894 -0.112 2.911
H 0.017 1.297 3.522
H -1.451 1.561 2.578
H -1.302 -0.939 7.843
H -2.371 0.310 8.554
H -0.717 0.716 8.119
C 1.549 -1.629 -4.046
O 0.907 -2.698 -4.693
C 0.336 -2.491 -5.883
O 0.170 -1.421 -6.406
O 0.015 -3.681 -6.370
C -0.684 -3.697 -7.614
H 1.291 -1.641 -2.987
H 1.298 -0.603 -4.324
H 2.631 -1.700 -4.161
H -0.927 -4.735 -7.814
H -0.042 -3.306 -8.401
H -1.597 -3.108 -7.544
C 2.410 2.693 3.511
O 2.617 1.419 4.158
C 3.363 0.549 3.506
O 3.685 0.689 2.341
O 3.689 -0.511 4.201
C 3.365 -0.567 5.592
H 3.346 3.047 3.095
H 2.041 3.340 4.301
H 1.664 2.597 2.727
H 3.735 -1.516 5.965
H 2.285 -0.513 5.731
H 3.826 0.235 6.167
C 1.982 -4.108 -1.116
O 0.897 -4.404 -0.272
C -0.219 -3.687 -0.397
O -0.453 -2.844 -1.227
O -1.036 -4.074 0.578
C -2.187 -3.269 0.796
H 2.931 -4.016 -0.586
H 1.826 -3.209 -1.706
H 2.186 -4.929 -1.811
H -2.826 -3.232 -0.082
H -1.915 -2.284 1.175
H -2.738 -3.742 1.606
C -3.873 4.844 -3.556
O -2.963 4.229 -4.473
C -2.445 3.058 -4.105
O -2.816 2.368 -3.193
O -1.468 2.768 -4.955
C -0.879 1.472 -4.910
H -4.810 4.296 -3.645
H -4.014 5.882 -3.845
H -3.490 4.864 -2.544
H -1.595 0.732 -5.265
H -0.528 1.171 -3.922
H -0.037 1.528 -5.591
```